{
  "formula": "C29H67BrFN4O5",
  "method": "the ωB97M-V functional and the def2-TZVPD basis",
  "species": ["C", "C", "C", "F", "N", "C", "C", "C", "C", "C", "N", "C", "N", "Br", "N", "H", "H", "H", "H", "H", "H", "H", "H", "H", "H", "H", "H", "H", "H", "H", "H", "H", "C", "C", "O", "C", "C", "H", "H", "H", "H", "H", "H", "H", "H", "H", "H", "C", "C", "O", "C", "C", "H", "H", "H", "H", "H", "H", "H", "H", "H", "H", "C", "C", "O", "C", "C", "H", "H", "H", "H", "H", "H", "H", "H", "H", "H", "C", "C", "O", "C", "C", "H", "H", "H", "H", "H", "H", "H", "H", "H", "H", "C", "C", "O", "C", "C", "H", "H", "H", "H", "H", "H", "H", "H", "H", "H"],
  "xyz": [[0.6530, -4.4210, -1.8579], [0.4106, -2.7749, -1.7115], [-0.4044, -2.5657, -0.3044], [0.6084, -2.1859, 0.7252], [-1.4557, -1.4775, -0.3269], [-2.8875, -1.8761, -0.0465], [-3.6542, -2.6382, -1.2783], [-2.9938, -2.4074, -2.7609], [-5.2121, -2.0564, -1.3669], [-1.1309, -0.1499, -0.5440], [-2.0912, 1.0367, -0.5487], [-1.3526, 2.3473, -0.7761], [0.0950, 1.9090, -0.9503], [1.5649, 3.0122, -1.3131], [0.2078, 0.5062, -0.8129], [-0.3898, -4.9972, -1.7901], [1.2012, -4.6884, -2.8588], [1.3457, -4.7788, -0.9550], [1.4904, -2.2857, -1.6036], [-0.0921, -2.2993, -2.6552], [-0.8852, -3.5772, 0.0610], [-2.8424, -2.6604, 0.8519], [-3.5475, -0.9850, 0.3539], [-3.7378, -3.7769, -1.0216], [-2.0966, -3.1496, -2.8824], [-2.7356, -1.2810, -2.9448], [-3.8182, -2.7529, -3.5522], [-5.8361, -2.4165, -0.4448], [-5.1874, -0.8851, -1.3602], [-5.7245, -2.3806, -2.3747], [-1.8415, 3.4134, -0.7965], [1.1280, -0.0160, -0.9012], [6.2586, -5.0181, 1.1085], [5.5865, -4.5850, -0.1848], [4.1696, -4.7419, -0.1686], [3.4618, -4.0105, 0.8300], [3.6524, -2.5068, 0.7265], [6.0230, -6.0660, 1.3301], [7.3452, -4.9100, 1.0285], [5.9262, -4.4218, 1.9602], [5.9619, -5.2099, -1.0011], [5.8497, -3.5544, -0.4400], [3.7309, -4.3757, 1.8265], [2.3990, -4.2417, 0.6933], [4.6965, -2.2159, 0.8621], [3.0587, -1.9945, 1.4901], [3.3385, -2.1484, -0.2599], [-7.1666, 2.8691, -3.7776], [-7.9655, 1.8282, -3.0093], [-7.2721, 1.2989, -1.8818], [-6.8950, 2.2334, -0.8729], [-8.0748, 2.9641, -0.2547], [-6.2134, 2.4461, -4.1172], [-7.7301, 3.2148, -4.6504], [-6.9360, 3.7413, -3.1630], [-8.1726, 0.9843, -3.6747], [-8.9379, 2.2246, -2.7032], [-6.1566, 2.9382, -1.2691], [-6.3852, 1.6602, -0.0899], [-8.6189, 3.5600, -0.9908], [-7.7326, 3.6379, 0.5369], [-8.7842, 2.2492, 0.1764], [-3.8255, 4.1327, 5.4007], [-4.4010, 3.0438, 4.5090], [-4.5625, 3.4480, 3.1515], [-3.3788, 3.8447, 2.4626], [-2.3286, 2.7495, 2.3856], [-4.4610, 5.0261, 5.3727], [-3.7561, 3.7814, 6.4354], [-2.8254, 4.4335, 5.0831], [-5.3967, 2.7787, 4.8779], [-3.7999, 2.1315, 4.5628], [-2.9685, 4.7553, 2.9116], [-3.6839, 4.1133, 1.4446], [-1.9809, 2.4451, 3.3753], [-1.4604, 3.0943, 1.8154], [-2.7390, 1.8600, 1.8952], [3.9092, 0.0480, 5.8336], [3.5687, -1.0296, 4.8164], [4.6895, -1.4583, 4.0467], [5.7783, -2.0246, 4.7727], [5.3966, -3.2627, 5.5662], [4.3480, 0.9205, 5.3347], [3.0087, 0.3643, 6.3702], [4.6317, -0.3028, 6.5728], [2.8385, -0.6251, 4.1086], [3.0894, -1.8876, 5.2964], [6.2361, -1.2671, 5.4173], [6.5386, -2.3002, 4.0327], [4.6433, -3.0456, 6.3268], [6.2749, -3.6767, 6.0712], [4.9804, -4.0288, 4.9029], [3.3546, 4.0675, -4.8457], [3.8071, 2.6171, -4.7871], [4.6317, 2.2348, -5.8854], [5.8532, 2.9535, -6.0419], [6.7800, 2.8382, -4.8437], [2.8110, 4.2616, -5.7783], [2.6978, 4.2968, -4.0002], [4.1981, 4.7595, -4.8096], [2.9231, 1.9727, -4.8194], [4.3122, 2.3996, -3.8416], [5.6458, 4.0015, -6.2822], [6.3559, 2.5296, -6.9190], [6.3320, 3.2529, -3.9379], [7.7149, 3.3749, -5.0326], [7.0143, 1.7874, -4.6411]],
  "charge": 1,
  "fmax_ev_per_a": 7.99,
  "homo_lumo_gap_ev": 7.0938,
  "e_above_lowest_ev": 6.7654,
  "e_homo_ha": -0.4196,
  "molar_mass_da": 650.78,
  "e_lumo_ev": -4.32
}

{
  "formula": "C29H70B2IN3NbO13",
  "method": "the ωB97M-V functional and the def2-TZVPD basis",
  "species": ["C", "C", "B", "O", "Nb", "C", "C", "O", "C", "C", "O", "C", "O", "C", "C", "B", "O", "O", "C", "C", "O", "I", "H", "H", "H", "H", "H", "H", "H", "H", "H", "H", "H", "H", "H", "H", "H", "H", "H", "H", "H", "H", "H", "H", "H", "H", "H", "C", "O", "C", "C", "N", "C", "C", "O", "C", "H", "H", "H", "H", "H", "H", "H", "H", "H", "H", "H", "H", "H", "H", "H", "C", "O", "C", "C", "N", "C", "C", "O", "C", "H", "H", "H", "H", "H", "H", "H", "H", "H", "H", "H", "H", "H", "H", "H", "C", "O", "C", "C", "N", "C", "C", "O", "C", "H", "H", "H", "H", "H", "H", "H", "H", "H", "H", "H", "H", "H", "H", "H"],
  "xyz": [[-5.0215, 2.8312, -3.6768], [-3.4633, 3.0302, -4.1342], [-2.4592, 1.7751, -3.8113], [-1.3538, 1.5446, -4.8081], [-2.5324, 0.3779, -1.9947], [-3.3089, 2.0886, -0.7112], [-2.4340, 2.4215, 0.6344], [-3.1154, 2.5165, 1.8098], [-2.5124, -1.1320, -0.3031], [-3.4493, -0.8007, 0.9920], [-4.8238, -0.3713, 0.6958], [-0.3935, 1.1494, -1.5096], [0.1253, 0.6492, -0.2306], [1.5113, 0.1658, -0.3323], [-1.6915, -1.3205, -3.3424], [-0.2263, -1.9013, -2.7670], [0.9937, -1.4585, -3.5214], [-0.0876, -2.8196, -1.6194], [-4.6478, -0.3657, -2.5176], [-4.7955, -1.0093, -4.0136], [-4.7516, -0.3710, -5.1828], [-5.1738, -3.2050, -4.1595], [-5.6417, 3.6948, -4.2197], [-5.5209, 1.8265, -4.0083], [-5.2318, 2.9621, -2.5327], [-3.0486, 3.9603, -3.5113], [-3.3256, 3.3517, -5.2734], [-0.5090, 1.9710, -4.4554], [-3.2973, 3.0924, -1.3581], [-4.4469, 1.9789, -0.3675], [-1.2861, 2.6399, 0.6917], [-1.4326, -1.4085, 0.1220], [-2.9184, -2.1594, -0.7568], [-2.8762, -0.0849, 1.7571], [-3.5573, -1.8288, 1.5910], [-5.3851, -0.3138, 1.5460], [0.3453, 1.0238, -2.4247], [-0.5141, 2.3304, -1.3801], [2.2550, 0.9470, 0.1610], [1.5743, -0.7997, 0.3668], [1.8374, -0.1908, -1.3980], [-2.4452, -2.2278, -3.1559], [-1.6544, -1.0245, -4.4731], [0.6595, -1.1752, -4.4240], [0.5912, -3.5102, -1.9404], [-5.4941, 0.4499, -2.3082], [-4.9021, -1.2496, -1.7559], [0.3329, 6.2311, 7.0408], [-0.0609, 4.9437, 7.4975], [-1.4653, 4.7054, 7.3442], [-1.7045, 3.5988, 6.3054], [-1.3820, 4.0671, 4.9539], [-1.3738, 2.9959, 3.9513], [-0.2854, 1.9139, 4.0917], [1.0405, 2.4022, 3.8798], [1.6696, 2.9195, 5.0444], [1.3890, 6.3712, 7.2854], [0.2170, 6.3094, 5.9571], [-0.2456, 7.0146, 7.5392], [-2.0184, 5.6199, 7.0917], [-1.8325, 4.3574, 8.3148], [-2.7554, 3.2915, 6.3411], [-1.0830, 2.7403, 6.5812], [-0.4626, 4.5035, 4.9642], [-1.2408, 3.4825, 2.9778], [-2.3599, 2.5173, 3.9297], [-0.4597, 1.1766, 3.2991], [-0.3573, 1.3608, 5.0347], [1.3467, 2.4102, 5.9565], [1.4913, 3.9941, 5.1229], [2.7488, 2.7774, 4.9361], [3.9181, -3.2602, -9.8061], [2.6885, -2.7665, -10.3214], [1.6877, -3.7847, -10.4412], [0.5361, -3.5134, -9.4607], [0.9596, -3.7416, -8.0756], [-0.0199, -3.2856, -7.0830], [-0.2813, -1.7689, -7.0027], [0.8422, -1.0163, -6.5415], [1.7425, -0.6167, -7.5660], [4.6523, -2.4511, -9.8426], [3.8033, -3.5743, -8.7658], [4.2881, -4.0922, -10.4124], [2.1006, -4.7934, -10.3067], [1.2978, -3.7231, -11.4620], [-0.3028, -4.1770, -9.6970], [0.2101, -2.4780, -9.6051], [1.8355, -3.2500, -7.9108], [0.3517, -3.6152, -6.1056], [-0.9690, -3.8086, -7.2493], [-1.0674, -1.6166, -6.2537], [-0.6764, -1.3572, -7.9378], [1.2391, -0.4369, -8.5197], [2.5322, -1.3616, -7.6848], [2.2211, 0.3148, -7.2499], [4.9976, -2.0164, 9.0544], [3.6459, -2.3103, 8.7260], [2.8532, -1.1331, 8.5302], [2.4145, -1.0283, 7.0613], [3.5527, -0.7098, 6.1935], [3.2445, -0.8178, 4.7632], [2.9209, -2.2236, 4.2209], [4.0301, -3.1232, 4.2593], [4.1696, -3.8325, 5.4829], [5.5042, -2.9569, 9.2864], [5.5085, -1.5497, 8.2087], [5.0522, -1.3668, 9.9329], [3.3701, -0.2224, 8.8610], [1.9606, -1.2484, 9.1529], [1.6560, -0.2436, 6.9665], [1.9613, -1.9841, 6.7780], [4.3195, -1.3448, 6.4051], [4.1248, -0.4446, 4.2266], [2.4194, -0.1374, 4.5218], [2.6686, -2.1096, 3.1600], [2.0363, -2.6659, 4.6920], [3.2083, -4.0302, 5.9647], [4.8321, -3.2889, 6.1598], [4.6471, -4.7920, 5.2639]],
  "charge": -1,
  "fmax_ev_per_a": 8.34,
  "homo_lumo_gap_ev": 6.0295,
  "e_above_lowest_ev": 4.3370,
  "e_homo_ha": -0.1647,
  "molar_mass_da": 910.32,
  "e_lumo_ev": 1.55
}